Entry 1:
This record from the Open Molecules 2025 dataset describes C12H36BeFO20P4S as an isolated structure. The level of theory is ωB97M-V with the def2-TZVPD basis set.

The charge is -1. As for the LUMO energy: 1.94 eV. Its HOMO energy is -2.9 eV. For the energy above the lowest of the compared OMol25 structures with the same formula, charge and spin, the calculation gives 0.00 kcal per mole.

Element x y z (Å)
Be -0.160 1.069 0.873
S 0.866 3.719 1.901
O 1.851 4.757 1.669
O -0.046 3.843 3.106
O 0.070 3.431 0.716
O 1.499 2.406 2.100
F -1.592 1.440 2.837
C -4.283 0.521 -3.683
O -3.298 0.365 -2.735
P -3.349 1.465 -1.527
O -2.148 1.354 -0.581
O -3.441 2.891 -2.314
C -2.301 3.396 -2.837
O -4.771 1.263 -0.806
C -5.061 2.084 0.225
H -4.582 -0.507 -3.887
H -3.869 1.187 -4.440
H -5.187 0.900 -3.207
H -1.882 2.668 -3.531
H -1.548 3.771 -2.144
H -2.597 4.232 -3.470
H -4.312 2.730 0.683
H -5.558 1.565 1.045
H -5.963 2.667 0.038
C 4.491 1.934 -2.366
O 3.297 1.360 -1.804
P 1.774 1.742 -2.312
O 0.587 1.306 -1.530
O 1.971 3.377 -2.603
C 1.751 4.396 -1.689
O 1.780 1.252 -3.860
C 1.655 -0.123 -3.955
H 4.322 2.502 -3.281
H 5.174 1.085 -2.369
H 5.009 2.703 -1.793
H 0.716 4.655 -1.462
H 2.119 5.307 -2.159
H 2.148 4.391 -0.674
H 0.726 -0.461 -4.414
H 1.748 -0.712 -3.043
H 2.520 -0.462 -4.525
C -0.958 -3.669 3.791
O -0.668 -2.593 2.908
P -1.722 -2.278 1.683
O -1.281 -1.176 0.818
O -3.169 -1.986 2.398
C -3.990 -0.939 1.736
O -2.004 -3.729 0.863
C -1.317 -4.102 -0.327
H -0.146 -3.881 4.486
H -1.268 -4.625 3.370
H -1.863 -3.542 4.387
H -3.566 0.015 2.049
H -5.003 -0.829 2.123
H -4.055 -0.986 0.649
H -0.326 -3.664 -0.444
H -1.757 -4.186 -1.320
H -1.098 -5.166 -0.244
C 4.770 -1.849 0.482
O 4.152 -1.872 1.739
P 2.545 -1.795 1.697
O 1.963 -0.549 1.121
O 2.079 -1.926 3.281
C 2.877 -1.255 4.250
O 2.046 -3.202 1.115
C 2.263 -4.546 1.684
H 5.474 -1.028 0.350
H 4.076 -1.688 -0.342
H 5.459 -2.694 0.479
H 2.711 -0.185 4.376
H 3.924 -1.278 3.946
H 2.857 -1.625 5.275
H 2.326 -5.129 0.765
H 1.475 -5.042 2.252
H 3.070 -4.468 2.412

---

Entry 2:
This record from the Open Molecules 2025 dataset describes a 9-piece molecular cluster, C22H41Cl8FN4O4 overall. The level of theory is ωB97M-V with the def2-TZVPD basis set.

The charge is +1. As for the LUMO energy (alpha / beta): -3.72 / -8.77 eV. Its HOMO energy (alpha / beta) is -11.2 / -11.2 eV. As for the spin multiplicity: 2.

Element x y z (Å)
C -26.599 -21.088 -21.661
C -25.802 -21.042 -22.975
O -26.323 -21.542 -23.981
N -24.552 -20.555 -22.886
C -23.808 -20.481 -24.131
H -25.887 -20.804 -20.886
H -26.974 -22.110 -21.604
H -27.389 -20.337 -21.680
H -24.065 -20.078 -22.141
H -23.850 -21.445 -24.639
H -22.806 -20.055 -24.171
H -24.244 -19.813 -24.874
C -17.849 -15.508 -22.426
C -18.444 -16.309 -23.555
O -19.014 -15.765 -24.498
N -18.400 -17.647 -23.438
C -17.580 -18.508 -22.567
H -17.656 -14.470 -22.695
H -16.927 -15.953 -22.050
H -18.667 -15.411 -21.712
H -18.964 -18.181 -24.083
H -16.559 -18.132 -22.501
H -17.548 -19.539 -22.919
H -18.082 -18.670 -21.614
C -20.582 -15.842 -29.349
C -20.681 -17.027 -30.293
O -20.257 -18.120 -29.896
N -21.195 -16.779 -31.492
C -21.228 -17.730 -32.562
H -21.084 -15.954 -28.388
H -21.045 -14.987 -29.843
H -19.592 -15.540 -29.008
H -21.622 -15.873 -31.625
H -21.686 -17.202 -33.398
H -21.832 -18.577 -32.235
H -20.261 -18.177 -32.791
C -21.528 -25.909 -27.661
C -21.785 -24.861 -26.585
O -22.759 -24.958 -25.851
N -20.863 -23.896 -26.543
C -20.769 -22.887 -25.518
H -21.011 -25.640 -28.582
H -22.489 -26.347 -27.932
H -20.933 -26.599 -27.063
H -20.041 -24.022 -27.116
H -19.741 -22.729 -25.193
H -21.203 -23.213 -24.573
H -21.412 -22.051 -25.794
C -20.368 -19.336 -27.121
Cl -19.266 -19.841 -25.901
Cl -21.872 -18.687 -26.377
H -19.929 -18.442 -27.566
H -20.608 -20.247 -27.669
C -17.555 -20.040 -30.003
Cl -16.685 -18.621 -30.718
Cl -18.970 -20.451 -30.954
H -16.862 -20.876 -30.099
H -17.865 -19.968 -28.961
C -22.590 -20.632 -30.238
Cl -23.967 -20.120 -31.273
Cl -23.017 -22.207 -29.568
H -21.678 -20.751 -30.823
H -22.548 -20.002 -29.349
C -16.302 -17.387 -26.166
Cl -15.037 -17.274 -24.838
Cl -15.633 -18.474 -27.463
H -17.255 -17.772 -25.802
H -16.422 -16.365 -26.523
F -23.254 -14.309 -28.046
C -22.990 -14.493 -26.760
C -22.354 -13.470 -26.051
C -21.870 -13.738 -24.739
C -22.226 -14.859 -24.078
C -22.871 -15.840 -24.770
C -23.219 -15.705 -26.121
H -22.025 -12.579 -26.565
H -21.257 -12.958 -24.311
H -21.832 -15.038 -23.088
H -23.118 -16.721 -24.196
H -23.712 -16.490 -26.676

---

Entry 3:
This record from the Open Molecules 2025 dataset describes C2H4N4O as an isolated structure. The level of theory is ωB97M-V with the def2-TZVPD basis set.

As for the LUMO energy: 0.42 eV. Its HOMO energy is -8.6 eV. For the energy above the lowest of the compared OMol25 structures with the same formula, charge and spin, the calculation gives 69.10 kcal per mole.

Element x y z (Å)
C 0.774 0.428 0.221
C -0.168 -0.976 -0.935
H 2.583 1.361 0.483
H 1.281 1.960 1.378
H -0.541 -1.610 -1.710
H -2.762 -1.292 0.236
N 1.663 1.108 1.005
N 1.059 -0.500 -0.777
N -1.045 -0.401 -0.204
N -0.494 0.417 0.675
O -2.350 -0.495 -0.371

---

> Which formula does entry 1 have?

C12H36BeFO20P4S